The following is a quantum chemistry calculation of a 2-piece molecular cluster, C3H9OPS2 overall, from the Open Molecules 2025 dataset.

The geometry in XYZ format:
```
16
Properties=species:S:1:pos:R:3:forces:R:3
S 0.6626 -1.4966 2.6957 -0.4 0.5 0.0
S -1.0703 1.1509 1.6610 -1.0 -2.5 -0.5
P 0.6858 0.0437 1.1300 0.2 -0.4 -0.3
O 0.0788 2.2289 -1.5139 -4.8 -1.5 1.0
C 1.1763 2.6130 -1.8700 4.9 2.3 -2.2
C 0.0587 -0.9987 -0.3119 -0.3 -0.5 0.2
C -1.3282 -1.5569 -0.0820 0.5 2.0 1.9
H 1.4262 -2.4133 2.0900 0.1 0.1 -0.3
H -0.0651 -0.3885 -1.1900 0.6 0.7 -0.3
H -1.8560 -2.0017 -0.8083 -1.0 -1.7 -3.7
H -1.3935 -2.2543 0.6764 0.3 -1.4 2.0
H -0.5235 2.2616 1.9447 1.3 1.8 0.4
H 0.8305 -1.7840 -0.5331 -0.6 0.7 0.3
H 1.3939 3.1291 -2.8735 -0.4 -0.9 1.5
H 1.9758 2.2622 -1.2052 0.3 0.1 -0.3
H -2.0520 -0.7954 0.1900 0.2 0.6 0.3
```
Forces are in eV/Å.

Values from the calculation:
**Energy above the lowest of the compared OMol25 structures with the same formula, charge and spin**: 33.8 kcal per mole
**Frontier orbital gap (alpha / beta)**: 7.566 / 6.188 eV
**Largest force on an atom**: 5.83 eV/A
**Multiplicity**: 3
**HOMO level (alpha / beta)**: -6.92 / -8.63 eV
**LUMO energy (alpha / beta)**: 0.6483 / -2.4383 eV
**<S²>**: 2.006
**E_tot**: -36259.352 eV